Entry 1:
C5H12O | ωB97M-V/def2-TZVPD

```
18
Properties=species:S:1:pos:R:3:forces:R:3:mulliken_charge:R:1
C -1.694749 -0.322868 -1.397783 0.5 1.4 1.9 -0.708
O -1.146189 -0.542818 -0.008558 0.1 0.9 -2.0 -0.413
C 0.174851 -0.030755 0.333671 0.0 0.3 0.0 1.676
C 1.104799 -0.021083 -0.853848 0.0 0.0 -0.1 -1.597
C 0.084152 1.376591 0.955720 -0.1 0.0 0.0 -1.574
C 0.649050 -1.037364 1.354922 -0.2 -0.1 0.1 -1.605
H -1.366031 -1.090488 -2.090211 -0.3 -0.5 0.2 0.268
H -1.386332 0.642243 -1.922400 -0.4 -0.9 1.2 0.284
H -2.764353 -0.280889 -1.113823 0.5 -0.3 -1.0 0.283
H 0.644269 0.579435 -1.637691 0.4 0.0 -0.2 0.389
H 2.061485 0.428135 -0.561644 -0.2 -0.1 -0.2 0.410
H 1.279101 -1.046492 -1.194440 0.0 0.2 -0.2 0.370
H -0.198567 2.148304 0.224919 -0.2 -0.3 0.1 0.340
H -0.644524 1.337727 1.768091 -0.1 0.2 -0.1 0.381
H 1.030431 1.725985 1.404191 -0.2 -0.4 -0.3 0.362
H -0.080771 -1.004047 2.165921 0.3 -0.2 0.2 0.387
H 0.581583 -2.009266 0.857241 0.2 0.0 0.3 0.388
H 1.671794 -0.852348 1.715722 -0.4 0.0 -0.1 0.358
```
Forces are in eV/Å.

Its SMILES is COC(C)(C)C. Its HOMO-LUMO gap is 10.5944 eV. The energy above the lowest of the compared OMol25 structures with the same formula, charge and spin is 22.6 kcal per mole. The LUMO energy comes out at 0.93 eV.

---

Entry 2:
C9H18IPdS4 | ωB97M-V/def2-TZVPD

```
33
Properties=species:S:1:pos:R:3:forces:R:3:mulliken_charge:R:1
Pd -0.136411 -0.867726 -0.644962 0.1 0.5 0.4 0.340
C -1.453567 -0.318792 2.176225 0.0 0.0 0.0 -0.557
C -2.721912 -0.458664 1.365383 0.0 0.0 0.0 -0.745
S -2.461361 -0.474239 -0.451121 0.0 -0.1 0.0 0.040
C -2.648954 1.221249 -1.115770 0.0 0.0 0.0 -0.789
C -1.370070 2.020070 -1.144320 0.0 0.0 0.0 -0.531
S -0.031653 1.079927 -1.978194 0.0 -0.1 -0.1 0.038
C 1.416863 1.827436 -1.135913 0.0 -0.1 0.0 -0.569
C 2.592547 0.873782 -1.119299 0.0 0.0 0.0 -0.787
S 2.203681 -0.823295 -0.525081 -0.1 0.1 -0.1 0.020
C 2.505357 -0.940520 1.278754 0.1 0.0 0.0 -0.783
C 1.325031 -0.587291 2.150301 0.0 0.0 0.0 -0.568
S -0.168026 -1.518013 1.634798 -0.1 0.0 0.0 0.019
H -1.654055 -0.521051 3.230924 0.0 0.0 0.0 0.494
H -1.028902 0.679712 2.085224 0.0 0.0 0.0 0.309
H -3.416434 0.350059 1.600108 0.0 0.0 0.0 0.476
H -3.236222 -1.399778 1.563298 0.0 0.0 0.0 0.434
H -3.419046 1.733567 -0.536176 0.0 0.0 0.0 0.472
H -3.051127 1.054489 -2.116628 0.0 0.0 0.0 0.424
H -1.028711 2.272179 -0.141085 0.0 0.0 0.0 0.323
H -1.512602 2.946272 -1.706020 0.0 0.0 0.0 0.490
H 1.113558 2.103012 -0.127051 0.0 0.0 0.0 0.337
H 1.673646 2.735511 -1.685691 0.0 0.0 0.0 0.488
H 3.397650 1.267598 -0.496372 0.0 0.0 0.0 0.476
H 3.000145 0.702921 -2.116531 0.0 0.0 0.0 0.455
H 3.362535 -0.306248 1.514614 0.0 0.0 0.0 0.473
H 2.822114 -1.976439 1.409655 0.0 0.0 0.0 0.446
H 1.090360 0.474866 2.107301 0.0 0.0 0.0 0.358
H 1.535355 -0.857078 3.187839 0.0 0.0 0.0 0.484
I -1.333317 -3.523315 -2.136108 -0.2 -0.1 -0.1 0.669
C 0.517692 -2.921534 -1.995667 0.1 -0.3 -0.2 -0.656
H 0.959509 -2.408797 -2.844379 0.0 0.1 0.1 0.456
H 1.156323 -3.439860 -1.288044 0.1 0.2 0.1 0.465
```
Forces are in eV/Å.

Its charge is +3. Its HOMO-LUMO gap is 6.6918 eV. The energy above the lowest of the compared OMol25 structures with the same formula, charge and spin is 0.0 kcal per mole. The LUMO energy comes out at -13.05 eV.

---

Entry 3:
C24H28N2O5S | ωB97M-V/def2-TZVPD

```
60
Properties=species:S:1:pos:R:3:forces:R:3:mulliken_charge:R:1
C -0.099070 0.928843 -5.132506 0.0 0.0 -0.2 -1.015
O -0.492998 1.185930 -3.805748 0.0 0.1 0.4 -0.338
C 0.320492 1.954119 -3.020524 0.1 0.1 0.2 0.391
C 1.580588 2.400793 -3.392908 -0.1 -0.2 -0.2 -0.370
C 2.327616 3.175657 -2.519001 0.0 0.1 0.1 -0.733
C 1.823634 3.511393 -1.278776 0.1 0.1 0.0 -0.761
C 0.563281 3.069068 -0.903150 0.0 0.0 -0.2 -0.544
C -0.195411 2.288605 -1.757697 -0.1 -0.1 -0.1 0.933
C -1.567882 1.775286 -1.408771 -0.2 -0.2 -0.3 -0.745
N -2.089691 2.292625 -0.168420 0.3 0.4 -0.4 -0.130
C -2.473513 1.495264 0.843113 -0.4 0.2 0.0 0.336
O -2.486097 0.281188 0.766440 -0.2 -0.2 0.1 -0.597
C -2.923969 2.231082 2.100686 0.0 -0.1 -0.1 -0.703
C -2.367620 1.515388 3.313370 0.7 0.0 -0.3 -0.840
S -0.534505 1.583689 3.240084 0.1 -0.1 0.5 1.480
O -0.167973 2.779182 2.516583 -0.1 0.0 -0.3 -0.629
O -0.043546 1.449615 4.587171 -0.2 -0.3 0.1 -0.791
C -0.027619 0.161487 2.281273 -0.2 0.5 0.3 -0.216
C 0.675075 0.364923 1.113583 0.0 0.2 0.0 -0.433
C 0.983804 -0.697371 0.278529 0.0 0.0 0.1 -1.323
C 0.555675 -1.962035 0.650316 -0.1 0.6 0.4 -0.055
C -0.077001 -2.169915 1.885937 0.1 0.1 -0.1 1.054
C -0.385835 -1.110326 2.704589 0.1 -0.1 -0.1 -0.875
C -0.328789 -3.636309 2.074367 -0.1 0.0 -0.1 -1.006
C 0.512384 -4.272036 0.954045 0.2 -0.6 0.1 -0.274
C 1.856772 -4.786087 1.460396 -0.2 0.0 -0.2 -1.563
N 0.722860 -3.175070 0.000152 -0.1 -0.3 0.0 0.042
C 0.939321 -3.452410 -1.321561 0.0 0.2 -0.2 -0.077
O 1.198661 -4.584648 -1.680659 0.1 -0.1 -0.1 -0.693
C 0.774997 -2.311418 -2.268031 -0.1 -0.1 -0.2 0.910
C 1.985248 -1.813180 -3.019187 0.1 0.1 0.0 -0.597
C 0.939811 -2.599731 -3.733066 0.0 -0.1 0.0 -0.652
H -0.917093 0.363288 -5.576349 0.1 0.0 0.0 0.262
H 0.817595 0.332368 -5.178109 0.0 0.0 0.0 0.348
H 0.044942 1.856760 -5.695046 0.0 0.0 0.0 0.398
H 1.991528 2.153259 -4.359135 0.0 0.0 -0.1 0.435
H 3.307391 3.514746 -2.820079 0.1 0.0 0.0 0.405
H 2.403238 4.114777 -0.597859 0.1 0.1 0.1 0.440
H 0.184946 3.329920 0.074615 -0.1 0.0 0.1 0.269
H -2.252745 2.013067 -2.233057 0.1 -0.1 0.1 0.481
H -1.543580 0.685423 -1.306300 -0.1 0.1 -0.1 0.139
H -2.054109 3.290407 -0.034688 -0.1 -0.1 0.2 0.378
H -4.016972 2.230878 2.130567 0.1 0.0 0.0 0.437
H -2.564560 3.259773 2.091786 -0.1 0.0 0.0 0.347
H -2.640525 0.464082 3.312695 -0.1 -0.1 0.1 0.393
H -2.653246 1.985064 4.250468 0.1 0.0 0.1 0.494
H 0.976232 1.366670 0.858796 0.0 0.1 -0.1 0.801
H 1.550461 -0.524458 -0.620308 0.1 0.0 -0.1 0.692
H -0.882551 -1.248853 3.651963 -0.1 -0.1 0.1 0.532
H -0.018282 -3.985390 3.058218 0.0 -0.1 0.0 0.433
H -1.392066 -3.855133 1.953280 0.0 0.0 0.0 0.317
H -0.009357 -5.079606 0.433265 0.0 0.1 0.1 0.513
H 2.445753 -5.150959 0.623117 0.1 0.0 0.0 0.402
H 1.705636 -5.602142 2.162037 0.0 -0.1 0.1 0.426
H 2.401274 -3.985202 1.956678 0.1 0.1 0.1 0.355
H 0.031881 -1.582555 -1.972214 0.0 0.1 -0.1 0.248
H 2.062308 -0.749523 -3.194675 -0.1 0.1 0.0 0.131
H 2.930189 -2.293727 -2.814748 0.0 -0.1 0.0 0.264
H 1.173016 -3.619837 -3.997481 0.0 -0.1 0.1 0.296
H 0.280004 -2.095786 -4.421782 -0.1 0.1 0.0 0.179
```
Forces are in eV/Å.

Its SMILES is COc1ccccc1CNC(=O)CCS(=O)(=O)c1ccc2c(c1)C[C@H](C)N2C(=O)C1CC1. Its HOMO-LUMO gap is 9.0358 eV. The energy above the lowest of the compared OMol25 structures with the same formula, charge and spin is 33.0 kcal per mole. The LUMO energy comes out at 0.64 eV.

---

Entry 4:
C5H6F2N2O | ωB97M-V/def2-TZVPD

```
16
Properties=species:S:1:pos:R:3:forces:R:3:mulliken_charge:R:1
C 0.902867 -1.483144 0.852020 1.0 -3.3 -4.3 -1.240
C 1.183477 -0.643192 -0.417077 -1.4 -1.6 0.9 -0.457
C -0.222780 -0.121542 -0.754331 2.5 -0.4 -1.3 -0.471
N -0.401868 1.198986 -0.093540 -0.1 -0.9 0.7 -0.092
N -1.524670 1.255135 0.794049 0.3 0.2 -2.9 -0.321
C -1.857374 1.492019 1.916581 1.7 -0.6 -3.3 0.433
O -2.375486 1.579440 2.923170 -1.5 0.6 3.6 -0.402
C -0.243494 1.036224 -1.654924 -3.1 0.6 1.9 1.028
F 0.786160 1.660712 -2.145002 0.9 0.1 0.2 -0.236
F -1.280742 1.293645 -2.445299 -0.3 -0.3 0.0 -0.253
H 0.515370 -0.895239 1.566080 -1.3 1.8 2.9 0.401
H 1.776400 -2.059336 1.107215 0.4 0.2 0.7 0.371
H 0.179969 -2.298288 0.517469 0.5 1.0 0.7 0.272
H 1.734095 -1.234851 -1.152971 -0.6 0.0 -0.3 0.336
H 1.795126 0.176845 -0.177390 0.8 1.2 0.3 0.292
H -0.967049 -0.957415 -0.836050 0.2 1.5 0.1 0.339
```
Forces are in eV/Å.

Its SMILES is CC[C@H]1N(N=C=O)C1(F)F. Its HOMO-LUMO gap is 10.0899 eV. The energy above the lowest of the compared OMol25 structures with the same formula, charge and spin is 21.5 kcal per mole. The LUMO energy comes out at 0.74 eV.

---

Question: Number 3 is which compound?
Answer: C24H28N2O5S